(1)
Here is a structure of composition C33H45N3O4P3S2Se3TeTi at a distorted geometry from the Open Molecules 2025 dataset. Energies are from ωB97M-V/def2-TZVPD.

The geometry in XYZ format:
```
95
C33H45N3O4P3S2Se3TeTi ωB97M-V/def2-TZVPD
Te 3.862 2.197 -2.203
Se 2.870 4.038 0.780
Se 2.428 0.822 -0.704
Se 1.796 2.053 1.050
Ti 0.265 0.198 0.387
S -1.250 0.478 2.074
S 1.799 -1.146 1.679
P -1.354 2.946 1.132
P 1.114 -0.160 3.351
P -2.272 1.179 -0.844
O 4.221 -1.381 -3.094
O 0.343 -1.416 4.131
O 2.434 -0.209 4.350
O 0.181 -1.069 -0.876
N 1.784 -2.349 -2.874
N 0.123 1.869 -1.955
N 0.025 4.120 -5.479
C 0.282 3.194 -1.943
C -0.521 -3.628 4.148
C 2.312 -3.310 -0.686
C -1.636 -2.327 -0.065
C -1.531 -3.922 -2.323
C 5.571 -1.049 -3.318
C -2.571 -3.332 -0.248
C 0.013 1.973 -4.339
C -0.731 3.462 2.796
C 3.209 -1.347 4.637
C 3.917 -1.954 -1.887
C 0.128 3.366 -4.321
C 2.852 -1.941 5.997
C -3.130 -0.133 -1.852
C 4.467 -2.859 0.270
C -1.726 4.766 0.678
C -5.665 1.440 1.535
C 2.620 -2.523 -1.792
C 0.526 -2.856 -3.076
C -3.102 2.488 1.357
C -0.500 -2.973 -2.131
C -2.729 2.554 -2.015
C 0.294 3.973 -3.077
C -2.534 -4.112 -1.401
C -3.959 2.922 2.353
C -3.551 1.557 0.409
C -0.611 -2.095 -0.988
C 0.028 1.284 -3.150
C -4.830 1.036 0.499
C -5.234 2.384 2.448
C 4.812 -2.102 -0.842
C 3.237 -3.488 0.329
C -0.606 -2.243 3.523
H -2.405 2.280 -3.020
H -2.425 -0.484 -2.609
H -4.020 0.252 -2.354
H -6.657 1.011 1.626
H 0.427 3.654 -0.969
H 1.349 -3.797 -0.633
H 3.483 -2.805 6.212
H -1.613 -1.823 3.651
H -1.740 -1.648 0.781
H 2.246 -1.890 -3.649
H -5.893 2.696 3.250
H 4.261 -1.031 4.618
H 0.435 5.038 -2.992
H 2.992 -1.192 6.776
H 1.807 -2.246 5.994
H 3.072 -2.099 3.849
H 0.280 3.619 -6.319
H 0.137 4.113 2.629
H -3.294 -4.868 -1.571
H -2.358 4.837 -0.207
H -0.400 -2.322 2.443
H 5.170 -2.950 1.087
H -1.215 -4.305 3.653
H -2.223 3.472 -1.728
H 0.350 -3.240 -4.079
H -3.644 3.672 3.067
H -3.808 2.713 -2.014
H -0.031 0.201 -3.137
H -0.084 1.438 -5.271
H -0.765 -3.570 5.208
H -2.235 5.277 1.498
H -0.784 5.279 0.475
H 5.862 -0.174 -2.729
H -1.492 4.021 3.346
H -3.346 -3.484 0.494
H 0.494 -4.010 4.041
H 2.983 -4.104 1.182
H -0.424 2.596 3.390
H 5.635 -0.793 -4.374
H 5.777 -1.617 -0.883
H -3.397 -0.981 -1.223
H 6.221 -1.907 -3.099
H 0.481 5.018 -5.409
H -5.190 0.308 -0.218
H -1.488 -4.535 -3.216
```

Charge: -2
Energy above the lowest of the compared OMol25 structures with the same formula, charge and spin (kJ/mol): 339.45
HOMO-LUMO gap (alpha / beta) (Eh): 0.123 / 0.098
E_HOMO (alpha / beta) (eV): 0.250 / 0.197
Multiplicity: 2

How is the electron density shared among the atoms? According to Mulliken, the charges in e are:
1. Te -0.45
2. Se -0.41
3. Se -0.24
4. Se -0.08
5. Ti -0.37
6. S -0.60
7. S 0.17
8. P 1.59
9. P -0.36
10. P 1.73
11. O -0.29
12. O -0.16
13. O -0.41
14. O 2.13
15. N 0.32
16. N 1.84
17. N -0.60
18. C -1.14
19. C -1.56
20. C -0.12
21. C -1.21
22. C -1.10
23. C -1.00
24. C -1.12
25. C -1.08
26. C -1.32
27. C 0.20
28. C 0.09
29. C 0.93
30. C -1.21
31. C -1.89
32. C -0.66
33. C -1.84
34. C -0.72
35. C 0.42
36. C -2.00
37. C 0.01
38. C 1.17
39. C -1.54
40. C -1.02
41. C -0.80
42. C -1.08
43. C 0.43
44. C 1.61
45. C -0.21
46. C -0.96
47. C -0.83
48. C -0.26
49. C -0.76
50. C 0.59
51. H 0.52
52. H 0.26
53. H 0.65
54. H 0.38
55. H 0.42
56. H 0.32
57. H 0.36
58. H 0.19
59. H 0.58
60. H 0.25
61. H 0.37
62. H 0.37
63. H 0.35
64. H 0.31
65. H 0.21
66. H 0.02
67. H 0.24
68. H 0.40
69. H 0.28
70. H 0.45
71. H -0.23
72. H 0.34
73. H 0.42
74. H 0.11
75. H 0.14
76. H 0.29
77. H 0.45
78. H -0.26
79. H 0.40
80. H 0.34
81. H 0.52
82. H 0.37
83. H 0.29
84. H 0.47
85. H 0.42
86. H 0.28
87. H 0.26
88. H 0.32
89. H 0.22
90. H 0.44
91. H 0.32
92. H 0.41
93. H 0.24
94. H 0.32
95. H 0.32

(2)
Here is the molecule C5H7NO from the Open Molecules 2025 dataset. Energies are from ωB97M-V/def2-TZVPD.

The geometry in XYZ format:
```
14
C5H7NO ωB97M-V/def2-TZVPD
O -0.390 2.138 2.456
N 0.623 -0.081 -2.435
C 0.292 -0.288 0.061
C -0.281 -1.202 -2.225
C -0.451 0.728 2.422
C -0.066 0.161 1.122
C 0.732 -0.855 -1.194
H 0.499 2.391 2.175
H -1.325 -1.014 -1.979
H -0.107 -2.062 -2.865
H 0.141 0.795 -2.255
H 0.182 0.275 3.201
H 1.639 -1.452 -1.136
H -1.487 0.465 2.653
```

Structure (SMILES): OCC#C[C@H]1CN1
Charge: 0
Energy above the lowest of the compared OMol25 structures with the same formula, charge and spin (kJ/mol): 321.65
HOMO-LUMO gap (Eh): 0.374
E_HOMO (eV): -9.324
Multiplicity: 1

How is the electron density shared among the atoms? According to natural (NBO), the charges in e are:
1. O -0.69
2. N -0.56
3. C -0.03
4. C -0.24
5. C -0.13
6. C -0.03
7. C -0.16
8. H 0.47
9. H 0.20
10. H 0.20
11. H 0.36
12. H 0.19
13. H 0.22
14. H 0.21

(3)
Here is a structure of composition C21H31CrNOP2S at a distorted geometry from the Open Molecules 2025 dataset. Energies are from ωB97M-V/def2-TZVPD.

The geometry in XYZ format:
```
58
C21H31CrNOP2S ωB97M-V/def2-TZVPD
Cr 0.016 0.192 0.355
S -0.172 -0.296 4.011
P -2.194 0.766 0.138
P 0.410 -2.202 0.492
O -0.879 0.439 2.873
N 0.625 0.374 -1.414
C -1.516 2.991 -2.942
C 0.829 3.597 -3.154
C 3.154 -2.212 -2.251
C 0.882 -2.546 -1.230
C -0.518 3.871 -3.390
C -0.163 0.934 5.309
C -2.458 2.429 0.775
C -2.270 0.942 -1.667
C 4.194 -1.389 -2.685
C 2.857 0.582 -2.265
C -1.180 1.844 -2.233
C 0.204 1.552 -2.053
C 1.977 -1.650 -1.768
C -1.215 -2.932 0.751
C -3.557 -0.232 0.759
C 1.201 2.423 -2.501
C -1.408 -1.454 4.624
C 1.820 -0.238 -1.822
C 2.642 2.067 -2.242
C 4.055 -0.001 -2.679
C 1.587 -3.151 1.484
H 4.864 0.643 -3.021
H 1.221 -3.590 -1.221
H 1.610 4.279 -3.502
H 3.287 2.554 -2.978
H -2.446 2.375 1.870
H 0.170 0.468 6.240
H -3.407 -0.358 1.840
H 5.121 -1.843 -3.029
H 2.578 -2.699 1.363
H -3.408 2.843 0.413
H 1.301 -3.075 2.539
H -0.030 -2.494 -1.847
H -3.261 1.361 -1.869
H -1.192 -2.421 4.157
H 2.943 2.466 -1.251
H -3.564 -1.224 0.291
H -2.566 3.208 -3.143
H -0.803 4.774 -3.927
H 1.103 -0.874 1.137
H -1.283 -1.535 5.708
H 3.251 -3.302 -2.272
H -2.205 -0.072 -2.089
H -1.160 1.384 5.387
H -2.409 -1.116 4.337
H 1.612 -4.199 1.159
H -1.645 -2.598 1.704
H -4.521 0.267 0.582
H -1.903 -2.658 -0.060
H -1.631 3.068 0.452
H 0.560 1.694 4.992
H -1.108 -4.027 0.764
```

Charge: +1
HOMO-LUMO gap (alpha / beta) (Eh): 0.253 / 0.273
E_HOMO (alpha / beta) (eV): -9.388 / -9.781
Multiplicity: 4

How is the electron density shared among the atoms? According to natural (NBO), the charges in e are:
1. Cr 0.81
2. S 1.24
3. P 0.91
4. P 1.14
5. O -1.03
6. N -0.78
7. C -0.19
8. C -0.17
9. C -0.19
10. C -0.73
11. C -0.23
12. C -0.81
13. C -0.95
14. C -0.73
15. C -0.22
16. C -0.06
17. C -0.08
18. C 0.21
19. C -0.09
20. C -0.96
21. C -0.94
22. C -0.07
23. C -0.82
24. C 0.23
25. C -0.44
26. C -0.18
27. C -0.97
28. H 0.22
29. H 0.24
30. H 0.22
31. H 0.23
32. H 0.26
33. H 0.25
34. H 0.25
35. H 0.22
36. H 0.27
37. H 0.24
38. H 0.24
39. H 0.26
40. H 0.24
41. H 0.24
42. H 0.22
43. H 0.25
44. H 0.22
45. H 0.22
46. H -0.15
47. H 0.25
48. H 0.21
49. H 0.25
50. H 0.25
51. H 0.25
52. H 0.25
53. H 0.24
54. H 0.25
55. H 0.25
56. H 0.26
57. H 0.26
58. H 0.25

(4)
Here is a cluster of 2 separate species, C2H10NS in total from the Open Molecules 2025 dataset. Energies are from ωB97M-V/def2-TZVPD.

The geometry in XYZ format:
```
14
C2H10NS ωB97M-V/def2-TZVPD
S -0.445 0.675 0.039
N 2.573 -0.126 -0.612
C -2.057 0.620 -0.798
C -0.783 -0.417 1.418
H 3.264 0.432 -0.138
H -0.976 -1.441 1.105
H 2.665 -1.052 -0.217
H 2.836 -0.247 -1.582
H -1.571 0.051 2.001
H 0.056 -0.505 2.113
H -2.081 1.235 -1.690
H 1.593 0.256 -0.488
H -2.256 -0.418 -1.064
H -2.818 0.936 -0.088
```

Charge: +1
Energy above the lowest of the compared OMol25 structures with the same formula, charge and spin (kJ/mol): 17.67
HOMO-LUMO gap (Eh): 0.328
E_HOMO (eV): -12.803
Multiplicity: 1

How is the electron density shared among the atoms? According to natural (NBO), the charges in e are:
1. S 0.14
2. N -0.88
3. C -0.71
4. C -0.76
5. H 0.44
6. H 0.23
7. H 0.44
8. H 0.45
9. H 0.24
10. H 0.24
11. H 0.25
12. H 0.45
13. H 0.23
14. H 0.24

Electronic energy (computed, Ha): -11891.97603, -324.60196, -3073.91038, -534.88204